Entry 1:
{
  "formula": "C3H28O14",
  "method": "ωB97M-V with the def2-TZVPD basis set",
  "elements": ["O", "O", "O", "O", "O", "O", "O", "O", "O", "O", "O", "O", "O", "O", "C", "C", "C", "H", "H", "H", "H", "H", "H", "H", "H", "H", "H", "H", "H", "H", "H", "H", "H", "H", "H", "H", "H", "H", "H", "H", "H", "H", "H", "H", "H"],
  "positions_angstrom": [[0.0680, -0.8087, 3.8465], [-1.4634, 1.0364, 2.9132], [-4.1324, 1.4222, 0.4589], [-1.3910, 2.8281, 1.0293], [-1.7432, 1.3389, -3.0867], [-0.6205, -1.8352, 1.4345], [0.3597, 4.6182, -0.4979], [-0.1242, -1.5975, -0.5984], [0.7580, 2.1269, -1.3573], [2.6508, -2.7637, -0.0768], [3.5449, -0.9284, -1.7205], [1.2256, -1.1274, -3.0199], [0.0503, -4.7366, -0.0986], [-2.3097, -0.2014, -1.0748], [1.5550, -0.8039, 0.9306], [0.2606, -1.4123, 0.5216], [2.5501, -2.0039, 1.1053], [0.6132, -3.9820, -0.2957], [1.5705, -0.1854, 1.8318], [0.7725, -0.3058, -2.8093], [-1.9028, -1.0224, -0.6617], [-2.1312, 1.3891, -3.8671], [-2.2665, 0.6970, 2.4850], [-0.0297, 1.6851, -1.5289], [1.8762, -0.0306, 0.2440], [-3.3557, 1.9949, 0.5064], [-0.7705, -4.6807, -0.4773], [-4.7834, 1.4620, -0.1880], [-2.0441, 0.6096, -2.5893], [0.5816, 3.8217, -1.0970], [-1.6753, 3.7614, 0.9106], [-0.0983, -0.8955, 4.8093], [-1.1492, 1.9034, 2.6298], [0.5720, 2.7775, -2.2222], [3.4376, -1.7123, 1.4947], [-0.2235, -2.2868, 2.2694], [-0.5183, -0.1203, 3.4840], [-2.6039, 0.3893, -0.3770], [1.8696, -2.6774, 1.7485], [3.1141, -2.2081, -0.7820], [-0.7795, 2.6562, 0.2931], [1.1140, 4.8510, -0.0777], [3.9593, -0.7238, -2.5394], [0.9133, -1.7380, -2.3158], [2.6996, -0.5806, -1.5871]],
  "forces_ev_per_angstrom": [[0.6091, -1.0041, 1.2789], [-0.1470, -0.8039, 0.8261], [1.9516, -1.2285, 3.1080], [-0.6592, 0.7769, -0.5875], [3.8593, 1.7981, 4.2325], [0.8061, -1.5313, 2.4732], [-3.5200, -2.2634, -3.4328], [0.6511, 0.4447, -1.7789], [1.1695, 3.7835, -3.5933], [0.7575, 0.6757, -0.8550], [2.7003, -1.2010, 1.7714], [-0.2682, -0.4055, 0.3366], [3.3087, -0.8619, 1.9293], [0.5829, -1.3986, 0.3832], [1.2351, 0.4491, 0.3087], [-0.9637, -0.2235, 1.0877], [-5.4976, -1.6439, -1.1238], [-0.2619, 0.0979, -0.3484], [-0.7263, -0.7355, 0.4797], [-0.2892, 0.0098, -0.1065], [-0.5541, 1.4706, -0.6977], [-2.7443, 0.1901, -5.4180], [0.4919, 0.9075, -0.1207], [-2.7609, -2.3045, -0.1098], [0.1257, -0.3030, -0.9568], [-0.6609, 0.6043, -0.8151], [-2.8649, 0.7480, -1.5811], [-1.0008, 0.9362, -2.0609], [-0.8115, -1.7328, 1.1668], [-0.3003, 2.0700, 2.2243], [0.6039, -0.7628, -0.0135], [0.0700, 0.2880, -1.0637], [-0.7879, -0.1680, -0.6720], [1.3308, -2.5689, 2.6471], [2.7184, 0.7213, 1.4615], [-0.7278, 1.8927, -1.5763], [-0.2359, 0.2300, 0.2044], [-0.4137, -0.2554, 0.2473], [1.9812, 0.7050, -0.0707], [-0.4144, -0.9588, 0.9385], [-0.0126, 0.3660, 0.3277], [3.7684, 1.0798, 2.0085], [-0.2704, 0.3992, -1.0262], [0.1077, 0.5713, -0.5539], [-1.9354, 1.1394, -0.8789]],
  "e_above_lowest_ev": 2.433,
  "molar_mass_g_mol": 288.24,
  "smiles": "O=C(O)CCO.O.O.O.O.O.O.O.O.O.O.O",
  "spin_multiplicity": 1,
  "orbital_gap_ev": 10.2
}

Entry 2:
{
  "formula": "C3H29NO12",
  "method": "ωB97M-V with the def2-TZVPD basis set",
  "elements": ["O", "O", "O", "O", "O", "O", "O", "O", "O", "O", "O", "O", "N", "C", "C", "C", "H", "H", "H", "H", "H", "H", "H", "H", "H", "H", "H", "H", "H", "H", "H", "H", "H", "H", "H", "H", "H", "H", "H", "H", "H", "H", "H", "H", "H"],
  "positions_angstrom": [[1.6648, -1.5778, -1.4128], [-3.6443, -1.4395, -0.4136], [-2.2570, 0.9587, -1.0278], [-1.2046, 2.9400, 0.6372], [-0.5321, -1.8231, -3.1943], [1.2448, -3.1581, 0.8779], [-2.0030, -3.3424, -1.4688], [1.1316, 3.9564, -2.1140], [2.4248, 1.0408, -1.7430], [-0.0749, 1.1130, -2.6433], [1.4226, 1.8318, 2.9902], [2.9240, 1.0993, 0.8821], [0.9339, -0.7207, 3.5502], [-0.2305, 0.1614, 3.3484], [-0.9502, -0.2418, 2.0858], [0.2499, 1.6104, 3.1890], [-0.0247, 0.5119, -3.3867], [-0.7294, 0.0415, 4.3121], [-1.3417, -3.0828, -0.8647], [0.8441, 1.2281, -2.2892], [-1.5112, 0.8993, -1.6496], [1.2727, -1.1822, 2.7178], [2.4107, 1.3575, 1.6776], [-0.2692, -0.1676, 1.2350], [-0.0254, -2.0543, -3.9875], [-2.7737, -3.1003, -0.9164], [0.7811, -3.0896, 1.7163], [-0.8013, 3.4504, -0.0804], [2.4587, 1.3286, -0.7987], [-3.0177, 1.2392, -1.5413], [1.7361, -0.1887, 3.8661], [-0.4908, 2.3931, 2.9886], [-3.5129, -1.0778, 0.4480], [-1.3873, -1.2247, 2.2329], [0.7301, -1.6463, -1.6609], [1.2394, -4.0913, 0.6586], [1.9354, 3.7298, -1.6337], [-3.3331, -0.9333, -1.1516], [1.2000, 3.3912, -2.8922], [-1.5757, 2.1990, 0.1241], [2.5700, 0.0798, -1.6043], [-1.7333, 0.4463, 1.7774], [1.7419, -2.0389, -0.5619], [3.6231, 1.7641, 0.9108], [-1.1156, -2.5905, -3.1895]],
  "forces_ev_per_angstrom": [[0.1381, -0.2860, 0.3181], [-1.3186, -2.1838, -0.1572], [-0.4394, -0.2910, 0.2856], [0.1631, -0.0388, -0.4182], [0.2278, -0.4535, -1.0754], [-0.0933, 0.0661, 0.0698], [-1.5467, -0.6642, -0.2289], [0.2194, -0.0553, 0.0269], [0.4503, 0.1170, 0.6849], [-0.2278, 0.5141, 0.0489], [-0.1146, 0.5988, 0.6513], [0.1323, 0.6032, 0.6380], [0.1781, -0.3387, 0.0853], [1.9614, -0.0017, 0.7274], [-0.6293, 0.4864, -0.1281], [-0.0370, -0.7532, -1.3702], [0.0898, -0.2618, 0.0100], [-1.0162, 0.3739, -0.4003], [1.7991, 0.4245, 0.8283], [-0.1357, -0.4543, -0.0678], [0.5656, 0.1198, -0.4091], [-0.2330, 0.2446, -0.3749], [-0.0254, -0.3859, -0.3554], [0.2232, -0.5241, 0.1041], [0.3738, 0.5048, 0.1875], [-0.1495, 0.0349, -0.7187], [-0.0432, 0.0001, 0.1473], [0.1283, 0.1469, 0.2906], [-0.0918, -0.1484, -0.5333], [-0.0048, 0.2689, -0.0767], [-0.0790, 0.0634, 0.1854], [-0.1887, 0.1597, 0.4840], [0.4567, 1.0614, 0.2068], [0.0953, -0.2377, -0.3245], [0.1631, 0.0906, -0.2454], [0.0511, -0.2230, -0.0468], [-0.0272, 0.0944, 0.0821], [0.7087, 0.9977, 0.2695], [-0.2647, -0.0087, -0.0062], [-0.1857, -0.0088, 0.1796], [-0.4634, 0.2443, -0.4138], [-0.3369, 0.1146, 0.3956], [-0.0885, 0.1511, -0.2142], [0.2301, -0.1928, -0.1723], [-0.6150, 0.0304, 0.8304]],
  "e_above_lowest_ev": 2.875,
  "molar_mass_g_mol": 271.26,
  "smiles": "C[C@@H](N)C=O.O.O.O.O.O.O.O.O.O.O.O",
  "spin_multiplicity": 1,
  "orbital_gap_ev": 9.9
}

Entry 3:
{
  "formula": "C3H29NO14",
  "method": "ωB97M-V with the def2-TZVPD basis set",
  "elements": ["O", "O", "O", "O", "O", "O", "O", "O", "O", "O", "O", "O", "O", "O", "N", "C", "C", "C", "H", "H", "H", "H", "H", "H", "H", "H", "H", "H", "H", "H", "H", "H", "H", "H", "H", "H", "H", "H", "H", "H", "H", "H", "H", "H", "H", "H", "H"],
  "positions_angstrom": [[-2.3248, -2.7950, -0.0148], [1.0859, -0.1954, -3.1503], [0.9703, 4.1034, -0.2130], [-3.2764, 1.9765, 0.5570], [-2.1157, -0.8922, -1.3272], [1.2124, -3.3668, -2.7517], [1.7829, 1.9085, -1.5244], [1.1467, -0.4302, 3.7665], [-0.9009, 2.9150, 1.6688], [1.1422, -2.3819, 0.0086], [4.5097, -0.1942, -1.6579], [0.5826, 2.3276, 3.8835], [-3.9617, -0.9150, 2.1011], [-1.0605, -1.2470, -4.1591], [-0.9013, -1.5384, 2.0459], [-1.9026, -1.6929, -0.2042], [0.5943, -1.0732, -0.0587], [-0.7506, -1.0699, 0.6333], [2.6199, 1.8332, -1.0135], [-3.5406, 2.0592, -0.3260], [-3.2651, -1.6295, 2.1989], [-1.0772, -0.0350, 0.5895], [-4.0181, -0.7098, 3.0714], [-1.9897, -1.5224, -2.0856], [0.7023, -2.9060, -0.6811], [0.8412, 0.4084, -2.3497], [-0.6316, -0.8635, 2.6751], [1.2579, -0.3901, 0.3401], [-1.6785, 2.4314, 1.7904], [-0.7053, -2.1887, -4.2882], [1.2275, -1.3298, 3.8593], [1.2319, 2.6198, -1.1171], [0.7955, 3.5559, 0.6199], [-3.1866, 0.9714, 0.5323], [4.1774, -0.9570, -1.2356], [-0.2982, 1.8845, 3.8060], [-0.3919, -0.8697, -3.6780], [0.6917, 2.6120, 3.0039], [0.4623, -0.8265, -1.0820], [1.6163, 4.7427, -0.0061], [0.9459, -2.3640, -2.9104], [1.8094, 0.1214, 4.0465], [-0.3561, -2.4656, 2.1201], [2.1255, -3.3235, -2.4892], [-1.0563, 3.4556, 0.9469], [4.0178, -0.0627, -2.4208], [1.8405, 0.3095, -3.5207]],
  "forces_ev_per_angstrom": [[-0.5658, 0.5478, -0.4757], [0.4899, 1.8382, 1.8196], [-1.8994, -2.2782, 1.3255], [0.7475, -2.7497, 1.4675], [0.2706, -1.6997, 0.0769], [-1.7885, 2.9410, -0.6422], [0.2028, -0.1782, 0.4500], [-3.7322, 1.3903, -1.8699], [2.8878, -0.2419, 1.7586], [0.3529, -0.1685, -0.0607], [2.0055, 1.1376, 1.5546], [-1.1645, -1.1668, 1.6280], [1.2566, -0.9709, 1.9571], [-2.3580, -4.3444, -1.8809], [0.3916, -3.7107, -3.3589], [2.4802, -0.2989, -0.2810], [-1.4782, -2.7471, -0.1525], [-2.6082, 1.0302, 1.3961], [-0.9484, 0.1724, -0.4230], [-0.7506, 0.9941, -2.2494], [-0.6920, 0.8945, -0.8011], [0.1564, 0.6249, 0.4463], [-0.3619, 0.2142, -1.3347], [-0.7698, 0.9237, 0.1578], [0.3231, -0.0688, 0.1763], [0.9122, -1.1226, -1.8584], [1.2627, 1.5138, 1.6113], [1.3679, 1.2863, 1.2314], [-2.0988, -1.1760, 0.0172], [-1.0159, 1.9071, -0.0462], [1.1723, -2.8721, 0.6687], [0.9887, -0.2688, -0.3349], [0.4903, 1.3004, -1.3961], [-0.2252, 1.5534, 0.8570], [-0.6618, -1.3425, 0.6894], [1.1994, 0.4706, 0.4290], [2.7917, 2.0885, 1.5672], [0.2258, 0.7415, -1.6344], [-0.3252, 0.3771, -0.8112], [1.2047, 1.1291, 0.4830], [1.2068, -2.8719, 0.4669], [2.5915, 1.4598, 1.2967], [-1.0533, 2.1634, 0.2054], [0.6352, 0.1022, 0.1664], [-0.8991, 1.6722, -2.2254], [-1.4299, 0.2356, -2.1643], [-0.7877, -0.4323, 0.0972]],
  "e_above_lowest_ev": 3.313,
  "molar_mass_g_mol": 303.26,
  "smiles": "N[C@@H](CO)C(=O)O.O.O.O.O.O.O.O.O.O.O.O",
  "spin_multiplicity": 1,
  "orbital_gap_ev": 9.6
}

Entry 4:
{
  "formula": "C3H2Br2",
  "method": "ωB97M-V with the def2-TZVPD basis set",
  "elements": ["Br", "Br", "C", "C", "C", "H", "H"],
  "positions_angstrom": [[3.3185, -2.0078, 0.1355], [-3.2992, -2.4196, -0.0002], [-1.7451, -2.6474, 0.8553], [0.5185, -1.8149, -0.7626], [1.6464, -1.9039, -0.3818], [-0.4444, -1.6406, -1.1145], [-1.0507, -3.0989, 0.1494]],
  "forces_ev_per_angstrom": [[1.1231, -0.1258, 0.4021], [-0.9942, 0.1048, -0.7928], [0.8643, 0.0095, 1.4208], [0.7176, 0.2528, -0.0020], [-0.7272, 0.0356, -0.2839], [-0.8174, 0.1634, -0.4545], [-0.1660, -0.4403, -0.2896]],
  "e_above_lowest_ev": 3.374,
  "molar_mass_g_mol": 197.86,
  "spin_multiplicity": 1,
  "orbital_gap_ev": 7.9
}

Entry 5:
{
  "formula": "C3H2Br2Cl2",
  "method": "ωB97M-V with the def2-TZVPD basis set",
  "elements": ["Br", "Br", "Cl", "Cl", "C", "C", "C", "H", "H"],
  "positions_angstrom": [[-2.7107, -0.5589, -0.0281], [-0.1724, -2.4824, 0.3780], [-1.0183, 1.7879, -1.0967], [-1.3243, 1.5271, 1.7181], [1.6990, -0.2593, -0.3330], [-1.4710, 0.7743, 0.1796], [0.6272, -0.8695, 0.2067], [2.6793, -0.7794, -0.3693], [1.6912, 0.8603, -0.6554]],
  "forces_ev_per_angstrom": [[-0.9435, 0.2184, -0.2293], [0.8207, -0.5237, 0.3785], [-0.2021, 0.1649, -0.6248], [-0.2757, -0.0966, 0.1428], [-0.6968, 0.1436, 0.8093], [1.8691, -0.6172, 0.6640], [0.2747, 2.5029, -1.7492], [-0.6630, 0.3103, -0.2634], [-0.1834, -2.1026, 0.8722]],
  "e_above_lowest_ev": 3.493,
  "molar_mass_g_mol": 268.76,
  "spin_multiplicity": 1,
  "orbital_gap_ev": [7.9, 7.9]
}

Entry 6:
{
  "formula": "C3H2Br2NO2",
  "method": "ωB97M-V with the def2-TZVPD basis set",
  "elements": ["Br", "Br", "O", "O", "N", "C", "C", "C", "H", "H"],
  "positions_angstrom": [[2.8102, 0.5490, 0.9314], [-1.0405, 1.9687, 1.5217], [-1.1784, -0.7201, 0.6839], [1.2639, -0.2533, -1.7418], [0.6401, -0.1776, -0.6348], [-0.8050, -0.4802, -0.6211], [-0.4296, -0.0301, 1.6128], [1.0487, 0.1344, 0.5423], [-1.3287, 0.3845, -1.0677], [-0.9807, -1.3753, -1.2266]],
  "forces_ev_per_angstrom": [[-0.1400, 0.0299, -0.1128], [-0.2586, 0.7528, -0.0981], [-0.1645, -0.0960, -0.0547], [0.2127, -0.0221, -0.7621], [0.5086, -0.0337, 0.6761], [-0.4369, 0.0534, -0.8616], [2.8797, -0.2280, -0.5875], [-2.9646, -0.4663, 1.5432], [0.2069, -0.1609, 0.1899], [0.1566, 0.1709, 0.0677]],
  "e_above_lowest_ev": 3.665,
  "charge": -1,
  "molar_mass_g_mol": 243.86,
  "smiles": "[O-]N1COC(Br)=C1Br",
  "spin_multiplicity": 1,
  "orbital_gap_ev": 6.8
}